Record 1
Molecular formula: C18H13Cl3CoN2O10P2
Method: DFT, ωB97M-V/def2-TZVPD

## Properties
E_tot = -136116.91433 eV
relative energy (zero: lowest compared OMol25 entry of this formula, charge and spin) = 42.4 kJ/mol
Kohn-Sham gap (spin up / spin down) = 0.2457 / 0.2429 hartree

```
! RIJCOSX wB97M-V def2-TZVPD def2/J DEFGRID3
* xyz -2 2
Co -0.766 0.081 0.467
Cl 3.395 0.284 6.362
C 2.150 0.178 5.119
C 0.797 0.077 5.503
C -0.180 -0.018 4.561
C 0.119 -0.025 3.155
O -0.812 -0.155 2.324
C 1.509 0.103 2.798
C 1.939 0.129 1.440
N 1.168 0.071 0.419
C 1.684 0.090 -0.896
C 2.996 0.042 -1.283
C 3.345 0.060 -2.650
C 2.393 0.109 -3.626
C 1.027 0.140 -3.267
C -0.039 0.157 -4.201
C -1.317 0.153 -3.749
C -1.569 0.143 -2.358
N -0.613 0.163 -1.477
C 0.683 0.139 -1.906
C 2.494 0.195 3.802
H 0.542 0.086 6.556
H -1.224 -0.082 4.842
H 3.016 0.215 1.287
H 3.785 -0.027 -0.546
H 4.392 0.025 -2.926
H 2.668 0.111 -4.675
H 0.183 0.165 -5.262
H -2.155 0.156 -4.432
H -2.581 0.121 -1.973
H 3.538 0.276 3.517
O -4.589 0.877 -1.087
P -3.641 1.371 0.160
O -4.523 1.917 1.214
O -2.718 0.214 0.429
O -2.807 2.515 -0.636
P -1.462 3.309 -0.100
O -0.738 3.537 -1.550
O -1.806 4.637 0.440
O -0.653 2.305 0.667
H -5.452 1.267 -0.923
H -0.314 2.712 -1.805
Cl -1.757 -5.039 0.747
C -0.556 -4.555 -0.478
Cl 1.096 -5.000 0.065
C -0.622 -3.025 -0.816
O -0.713 -2.812 -2.039
O -0.557 -2.260 0.158
H -0.753 -5.133 -1.369
*
```


Record 2
Molecular formula: C3H8NO
Method: DFT, ωB97M-V/def2-TZVPD

## Properties
E_tot = -6770.17443 eV
structure (SMILES) = [NH3+]CCC=O
relative energy (zero: lowest compared OMol25 entry of this formula, charge and spin) = 96.0 kJ/mol
Kohn-Sham gap = 0.3545 hartree

```
! RIJCOSX wB97M-V def2-TZVPD def2/J DEFGRID3
* xyz 1 1
C -0.343 -0.283 -0.769
C 0.216 0.805 0.202
C 0.500 0.129 1.529
O 0.650 -1.011 1.859
N -0.730 0.176 -2.140
H -1.194 -0.758 -0.312
H 0.602 -1.028 -0.767
H -0.538 1.574 0.398
H 1.115 1.331 -0.208
H 0.300 0.811 2.388
H -1.793 0.336 -2.158
H -0.378 -0.545 -2.775
H -0.319 1.072 -2.321
*
```


Record 3
Molecular formula: C26H27N3O5
Method: DFT, ωB97M-V/def2-TZVPD

## Properties
E_tot = -42108.30128 eV
structure (SMILES) = COc1cc([C@H](CC(=O)Nc2ncccc2C)N2Cc3ccccc3C2=O)cc(OC)c1OC
relative energy (zero: lowest compared OMol25 entry of this formula, charge and spin) = 132.0 kJ/mol
Kohn-Sham gap = 0.3243 hartree

```
! RIJCOSX wB97M-V def2-TZVPD def2/J DEFGRID3
* xyz 0 1
C 3.564 1.686 3.059
H 4.028 1.165 3.897
H 4.332 2.001 2.350
O 2.679 0.746 2.491
C 1.899 1.058 1.418
C 1.951 2.220 0.641
C 1.075 2.343 -0.458
C 0.168 1.338 -0.752
C 0.146 0.174 0.002
C 0.999 0.044 1.078
H 1.010 -0.850 1.684
C -0.760 -0.969 -0.401
N -2.153 -0.689 -0.094
C -2.983 0.179 -0.739
O -2.727 0.830 -1.732
C -4.258 0.150 0.013
C -5.443 0.822 -0.231
C -6.500 0.614 0.640
C -6.368 -0.244 1.724
C -5.178 -0.916 1.968
C -4.125 -0.710 1.101
C -2.742 -1.276 1.090
H -2.745 -2.371 1.019
H -2.177 -0.994 1.987
H -5.083 -1.582 2.813
H -7.206 -0.391 2.389
H -7.438 1.122 0.477
H -5.527 1.484 -1.079
C -0.573 -1.327 -1.892
C 0.781 -0.928 -2.430
O 0.924 -0.196 -3.384
N 1.904 -1.393 -1.792
C 2.087 -2.319 -0.780
N 1.141 -3.222 -0.576
C 1.319 -4.135 0.366
C 2.451 -4.198 1.154
C 3.441 -3.246 0.944
C 3.283 -2.281 -0.034
C 4.319 -1.228 -0.271
H 5.111 -1.310 0.470
H 4.767 -1.333 -1.260
H 3.876 -0.235 -0.194
H 4.336 -3.252 1.550
H 2.560 -4.957 1.912
H 0.507 -4.842 0.480
H 2.751 -0.956 -2.134
H -1.312 -0.791 -2.489
H -0.703 -2.400 -2.025
H -0.492 -1.841 0.202
H -0.516 1.438 -1.576
O 1.200 3.471 -1.211
C 0.464 3.548 -2.414
H 0.676 2.694 -3.063
H -0.611 3.601 -2.223
H 0.793 4.467 -2.896
O 2.899 3.195 0.904
C 2.404 4.490 1.181
H 1.911 4.930 0.313
H 1.704 4.472 2.024
H 3.277 5.085 1.447
H 3.035 2.566 3.432
*
```


Record 4
Molecular formula: C6H12O
Method: DFT, ωB97M-V/def2-TZVPD

## Properties
E_tot = -8460.20961 eV
relative energy (zero: lowest compared OMol25 entry of this formula, charge and spin) = 399.9 kJ/mol
Kohn-Sham gap = 0.3105 hartree

```
! RIJCOSX wB97M-V def2-TZVPD def2/J DEFGRID3
* xyz 0 1
C 0.937 0.495 -1.809
C 0.886 0.164 -0.327
C 0.446 1.378 0.422
C -0.347 -0.295 2.405
O -0.938 -0.765 1.237
C -0.467 -0.312 0.046
C -1.273 -1.142 -0.997
H 1.793 1.142 -2.007
H 1.010 -0.393 -2.435
H 0.023 1.044 -2.081
H 1.748 -0.406 0.031
H 0.167 2.280 -0.118
H 1.076 1.652 1.291
H -0.430 0.803 2.438
H -0.921 -0.744 3.207
H 0.696 -0.637 2.454
H -2.218 -0.740 -1.360
H -0.688 -1.416 -1.878
H -1.501 -2.107 -0.518
*
```


Record 5
Molecular formula: C5H14
Method: DFT, ωB97M-V/def2-TZVPD

## Properties
E_tot = -5399.59917 eV
relative energy (zero: lowest compared OMol25 entry of this formula, charge and spin) = 145.3 kJ/mol
Kohn-Sham gap (spin up / spin down) = 0.4097 / 0.1403 hartree

```
! RIJCOSX wB97M-V def2-TZVPD def2/J DEFGRID3
* xyz 1 2
C -0.473 -2.015 1.066
C 0.403 -0.659 1.021
C -1.950 -1.703 0.631
H -0.585 -2.576 2.032
H 0.033 -2.634 0.187
H 1.329 -0.827 1.606
H 0.490 -0.250 0.046
H -2.750 -1.504 1.527
H -2.473 -2.693 0.645
H -0.068 0.093 1.747
H -1.968 -1.140 -0.238
C 0.277 2.001 -1.493
C 1.772 2.054 -1.125
H -0.418 2.470 -0.779
H 0.137 2.367 -2.535
H -0.026 0.957 -1.664
H 2.307 1.189 -1.431
H 2.184 3.051 -1.247
H 1.779 1.819 0.003
*
```


Record 6
Molecular formula: C4H10N2
Method: DFT, ωB97M-V/def2-TZVPD

## Properties
E_tot = -7288.22256 eV
structure (SMILES) = C[C@@H]1N[C@H]1CN
relative energy (zero: lowest compared OMol25 entry of this formula, charge and spin) = 231.3 kJ/mol
Kohn-Sham gap = 0.3670 hartree

```
! RIJCOSX wB97M-V def2-TZVPD def2/J DEFGRID3
* xyz 0 1
C 2.402 0.162 0.209
C 0.998 -0.110 0.445
C -0.080 0.531 -0.373
C -1.499 0.744 -0.019
H 2.445 0.114 -0.999
H 2.771 1.071 0.624
H 3.053 -0.633 0.522
H 0.858 -0.212 1.516
H -0.275 -1.471 -0.193
H 0.390 1.281 -1.100
H -1.561 1.485 0.745
H -1.994 1.302 -0.875
H -2.859 -0.690 -0.253
H -2.240 -0.561 1.260
N 0.415 -0.863 -0.700
N -2.060 -0.515 0.297
*
```


Record 7
Molecular formula: C5H10N2O
Method: DFT, ωB97M-V/def2-TZVPD

## Properties
E_tot = -10372.23497 eV
structure (SMILES) = C=C(N)N(C)/C=C\O
relative energy (zero: lowest compared OMol25 entry of this formula, charge and spin) = 296.2 kJ/mol
Kohn-Sham gap = 0.3302 hartree

```
! RIJCOSX wB97M-V def2-TZVPD def2/J DEFGRID3
* xyz 0 1
C 0.446 1.644 -0.235
N 0.456 0.247 -0.647
C -1.076 -0.371 -0.685
N -1.707 0.080 -1.814
C 1.335 -0.612 -0.023
C 1.493 -0.814 1.312
C -1.438 -1.141 0.309
O 1.302 0.106 2.308
H 0.639 0.744 2.023
H -2.473 -0.493 -2.138
H -1.079 0.381 -2.545
H 1.667 -1.424 -0.663
H 2.196 -1.567 1.640
H 1.458 1.984 -0.023
H -0.185 1.836 0.646
H 0.021 2.239 -1.046
H -0.621 -1.335 1.087
H -2.434 -1.505 0.493
*
```


Record 8
Molecular formula: C2H5IO3P
Method: DFT, ωB97M-V/def2-TZVPD

## Properties
E_tot = -25689.25075 eV
relative energy (zero: lowest compared OMol25 entry of this formula, charge and spin) = 157.7 kJ/mol
Kohn-Sham gap = 0.2952 hartree

```
! RIJCOSX wB97M-V def2-TZVPD def2/J DEFGRID3
* xyz -1 1
C -1.413 0.121 0.724
C -1.750 -0.748 -0.525
O 2.561 1.645 0.383
O 1.170 0.596 -1.463
O -1.016 -0.967 -1.480
P 2.106 0.410 -0.277
I 4.174 -0.916 -0.368
H -2.056 0.936 0.331
H -1.812 -0.216 1.664
H -0.422 0.324 1.104
H 1.323 -0.476 0.531
H -2.865 -0.708 -0.625
*
```